1.
{"formula": "C31H29I2N2PtSbSe2", "method": "wB97M-V/def2-TZVPD", "species": ["Pt", "Se", "Se", "C", "C", "C", "C", "C", "N", "C", "C", "C", "C", "C", "N", "H", "H", "H", "H", "H", "H", "H", "H", "I", "I", "C", "C", "C", "C", "C", "C", "C", "Sb", "C", "C", "C", "C", "C", "C", "C", "C", "C", "C", "C", "C", "C", "C", "H", "H", "H", "H", "H", "H", "H", "H", "H", "H", "H", "H", "H", "H", "H", "H", "H", "H", "H", "H", "H"], "positions_angstrom": [[-0.205, -1.960, 1.054], [-0.898, -4.936, 1.315], [0.280, -4.948, -0.663], [1.883, -4.171, 0.079], [3.080, -4.856, 0.013], [4.224, -4.231, 0.501], [4.109, -2.956, 1.029], [2.865, -2.340, 1.058], [1.763, -2.935, 0.587], [-2.452, -4.060, 0.565], [-3.659, -4.706, 0.412], [-4.714, -3.974, -0.132], [-4.499, -2.650, -0.478], [-3.239, -2.091, -0.288], [-2.227, -2.789, 0.226], [3.122, -5.853, -0.406], [5.181, -4.737, 0.462], [4.971, -2.433, 1.420], [2.754, -1.341, 1.452], [-3.781, -5.740, 0.708], [-5.679, -4.440, -0.285], [-5.298, -2.046, -0.885], [-3.040, -1.064, -0.568], [-0.042, -1.391, 3.845], [-0.126, -2.679, 6.209], [-1.885, 2.072, 2.959], [-1.153, 3.097, 2.147], [-1.214, 4.451, 2.478], [-0.527, 5.406, 1.741], [0.232, 5.031, 0.642], [0.320, 3.690, 0.295], [-0.380, 2.753, 1.041], [-0.168, 0.718, 0.301], [1.980, 0.989, 0.138], [2.559, 1.147, 1.398], [3.895, 1.487, 1.502], [4.650, 1.626, 0.336], [4.067, 1.455, -0.910], [2.716, 1.126, -1.051], [2.126, 0.977, -2.419], [-1.151, 0.617, -1.614], [-0.749, -0.468, -2.403], [-1.147, -0.534, -3.720], [-1.987, 0.461, -4.239], [-2.436, 1.494, -3.436], [-2.080, 1.575, -2.086], [-2.718, 2.618, -1.226], [-2.437, 2.526, 3.778], [-1.181, 1.348, 3.381], [-2.601, 1.514, 2.343], [-1.804, 4.752, 3.334], [-0.572, 6.446, 2.037], [0.755, 5.772, 0.053], [0.923, 3.405, -0.560], [1.958, 1.057, 2.300], [4.338, 1.660, 2.474], [5.699, 1.884, 0.402], [4.664, 1.584, -1.804], [2.780, 1.406, -3.175], [1.153, 1.467, -2.489], [1.985, -0.076, -2.676], [-0.091, -1.225, -1.988], [-0.797, -1.333, -4.360], [-2.317, 0.406, -5.268], [-3.118, 2.232, -3.838], [-3.734, 2.821, -1.564], [-2.174, 3.565, -1.305], [-2.753, 2.330, -0.179]], "forces_ev_per_angstrom": [[0.00, -0.14, -0.13], [0.05, 0.43, -0.26], [0.12, 0.08, 0.17], [-0.12, -0.29, -0.11], [-0.10, -0.03, -0.10], [0.00, 0.12, 0.01], [0.04, -0.07, -0.06], [0.18, -0.05, -0.06], [-0.61, 0.40, 0.44], [-0.23, -0.29, -0.03], [0.14, -0.11, 0.10], [0.02, 0.13, -0.05], [-0.03, -0.11, 0.05], [-0.15, 0.11, -0.06], [0.52, 0.15, 0.09], [0.00, 0.00, 0.00], [0.00, -0.01, 0.02], [-0.01, 0.01, -0.01], [-0.04, 0.01, 0.02], [-0.03, 0.00, -0.03], [-0.01, 0.01, 0.03], [0.03, 0.00, -0.06], [0.06, 0.00, 0.02], [0.03, -0.02, -0.30], [0.06, 0.01, 0.18], [-0.03, -0.15, -0.10], [0.03, 0.12, -0.05], [-0.05, -0.22, 0.06], [0.08, 0.02, -0.06], [-0.11, -0.06, 0.01], [0.25, 0.00, -0.31], [-0.39, -0.59, 0.52], [0.61, 1.21, -0.83], [-0.90, -0.46, -0.25], [0.29, 0.06, 0.23], [-0.24, -0.07, 0.13], [0.12, 0.04, 0.05], [-0.25, 0.01, -0.14], [0.30, -0.11, 0.00], [0.01, -0.09, -0.06], [0.09, -0.16, 0.76], [-0.04, -0.06, -0.24], [0.07, -0.08, 0.03], [0.07, -0.06, 0.02], [0.03, -0.03, 0.20], [-0.03, -0.15, 0.07], [0.06, 0.24, -0.06], [-0.01, -0.03, 0.01], [-0.04, 0.08, 0.09], [-0.04, 0.04, 0.02], [0.01, 0.02, -0.01], [-0.04, 0.01, -0.02], [0.03, -0.01, 0.01], [0.02, 0.00, 0.03], [0.03, 0.06, 0.00], [0.03, 0.02, -0.03], [0.00, -0.01, 0.01], [0.01, 0.05, 0.02], [0.01, 0.03, 0.03], [0.07, 0.02, -0.05], [-0.01, 0.05, 0.00], [0.05, -0.01, -0.09], [-0.05, -0.02, 0.01], [0.05, 0.01, -0.02], [-0.01, 0.00, 0.00], [0.01, -0.06, 0.00], [0.01, -0.04, 0.09], [-0.03, 0.03, 0.07]], "multiplicity": 5, "homo_energy_ev": [-18.45, -18.44], "s2": 6.067, "de_lowest_kj_mol": 65.87, "charge": 4, "energy_ev": -192231.1392, "homo_lumo_gap_ev": [4.66, 3.33]}

2.
{"formula": "C31H29MoN8OSSi", "method": "wB97M-V/def2-TZVPD", "species": ["Mo", "C", "C", "N", "C", "C", "N", "C", "C", "C", "C", "C", "N", "C", "C", "N", "C", "C", "N", "C", "C", "C", "N", "C", "C", "H", "H", "H", "H", "H", "H", "H", "H", "H", "H", "H", "H", "S", "C", "C", "C", "N", "C", "C", "C", "C", "C", "N", "C", "C", "H", "H", "H", "H", "H", "H", "H", "H", "C", "Si", "C", "C", "O", "H", "H", "H", "H", "H", "H", "H", "H", "H"], "positions_angstrom": [[-0.903, -0.223, -0.084], [-1.293, -2.992, 3.369], [-1.208, -2.508, 2.067], [-0.857, -1.243, 1.838], [-0.577, -0.447, 2.897], [-0.658, -0.966, 4.179], [-1.014, -2.225, 4.410], [-0.206, 0.949, 2.571], [0.139, 1.910, 3.490], [0.451, 3.211, 3.062], [0.412, 3.473, 1.687], [0.072, 2.472, 0.804], [-0.237, 1.230, 1.244], [0.016, 2.608, -0.664], [0.360, 3.751, -1.371], [0.292, 3.806, -2.695], [-0.121, 2.724, -3.336], [-0.472, 1.561, -2.657], [-0.400, 1.508, -1.329], [0.807, 4.261, 4.025], [0.471, 5.591, 3.785], [0.820, 6.542, 4.733], [1.478, 6.250, 5.849], [1.806, 4.982, 6.072], [1.486, 3.950, 5.202], [-1.585, -4.017, 3.561], [-1.421, -3.137, 1.212], [-0.438, -0.360, 5.049], [0.146, 1.683, 4.546], [0.673, 4.457, 1.325], [0.702, 4.646, -0.866], [-0.183, 2.773, -4.416], [-0.823, 0.678, -3.174], [-0.090, 5.892, 2.909], [0.556, 7.583, 4.587], [2.351, 4.779, 6.986], [1.806, 2.942, 5.431], [4.467, -3.317, -2.452], [3.007, -2.588, -1.864], [3.155, -1.415, -1.107], [2.048, -0.780, -0.610], [0.791, -1.240, -0.803], [0.644, -2.372, -1.527], [1.704, -3.057, -2.070], [3.899, -4.727, -3.387], [3.852, -5.978, -2.780], [3.493, -7.068, -3.565], [3.214, -6.891, -4.837], [3.263, -5.730, -5.453], [3.614, -4.588, -4.742], [4.135, -1.000, -0.914], [2.149, 0.132, -0.035], [-0.370, -2.724, -1.675], [1.512, -3.953, -2.644], [4.106, -6.119, -1.738], [3.442, -8.076, -3.166], [3.036, -5.704, -6.514], [3.685, -3.634, -5.246], [-4.878, -1.423, -1.999], [-4.059, 0.091, -1.340], [-3.983, 1.509, -2.526], [-4.585, 0.597, 0.365], [-2.382, -0.409, -1.087], [-5.934, -1.211, -2.187], [-4.835, -2.254, -1.293], [-4.437, -1.741, -2.945], [-4.996, 1.878, -2.706], [-3.577, 1.215, -3.495], [-3.406, 2.351, -2.136], [-5.623, 0.938, 0.365], [-3.984, 1.431, 0.742], [-4.524, -0.234, 1.072]], "forces_ev_per_angstrom": [[0.43, -0.48, -0.32], [0.02, -0.06, -0.01], [-0.03, -0.12, -0.06], [-0.11, 0.11, -0.08], [0.03, 0.13, 0.05], [0.01, 0.01, 0.02], [0.00, 0.04, -0.01], [-0.02, -0.03, 0.19], [-0.04, -0.17, -0.04], [0.07, 0.17, 0.20], [-0.05, -0.08, -0.23], [0.08, 0.21, 0.03], [-0.10, -0.05, -0.10], [0.03, 0.04, 0.03], [0.01, -0.01, 0.04], [-0.03, -0.05, -0.01], [0.04, 0.06, -0.05], [-0.05, -0.11, 0.00], [-0.10, 0.09, -0.02], [-0.04, -0.09, -0.08], [-0.01, 0.03, -0.04], [-0.02, 0.04, -0.01], [-0.01, -0.02, -0.02], [0.02, -0.01, 0.04], [0.00, -0.04, 0.03], [0.00, -0.01, -0.01], [-0.02, -0.02, 0.00], [0.00, 0.00, 0.00], [0.00, -0.01, 0.00], [0.00, 0.00, -0.01], [0.00, 0.00, 0.00], [0.00, -0.01, -0.01], [0.00, 0.00, -0.02], [0.00, 0.01, 0.00], [0.00, 0.00, 0.00], [0.00, 0.00, 0.00], [0.01, 0.00, 0.01], [-0.53, 0.10, 0.08], [0.76, -0.41, -0.31], [-0.32, 0.50, 0.34], [0.63, 0.13, 0.02], [-0.58, 0.40, 0.25], [0.09, -0.51, -0.34], [-0.57, 0.02, 0.09], [-0.04, -0.12, -0.09], [0.08, 0.01, 0.32], [0.13, 0.87, 0.08], [-0.51, -1.59, -1.05], [0.23, 0.40, 0.77], [0.03, 0.30, -0.10], [-0.01, 0.01, 0.01], [0.03, 0.01, 0.01], [-0.02, -0.04, -0.04], [0.03, -0.03, -0.02], [0.03, 0.10, 0.04], [0.00, 0.09, -0.04], [0.01, 0.00, 0.09], [0.04, 0.08, 0.08], [0.08, 0.01, 0.03], [-0.46, 0.10, -0.16], [0.05, -0.04, 0.03], [0.06, -0.01, 0.00], [0.64, 0.04, 0.38], [0.00, 0.02, 0.01], [-0.01, -0.01, 0.00], [0.00, -0.01, 0.00], [0.00, -0.01, 0.01], [0.00, 0.00, -0.01], [0.00, 0.02, 0.00], [0.01, 0.00, -0.02], [0.00, 0.02, 0.02], [-0.01, -0.01, 0.01]], "multiplicity": 3, "homo_energy_ev": [-15.45, -15.45], "s2": 2.015, "de_lowest_kj_mol": 23.88, "charge": 3, "energy_ev": -67131.8205, "homo_lumo_gap_ev": [4.62, 4.71]}

3.
{"formula": "C31H30BN4O2P2Rh", "method": "wB97M-V/def2-TZVPD", "species": ["Rh", "O", "P", "C", "P", "O", "C", "C", "C", "C", "C", "C", "C", "C", "C", "C", "C", "C", "C", "C", "C", "C", "C", "C", "C", "C", "C", "C", "C", "C", "H", "H", "H", "H", "H", "H", "H", "H", "H", "H", "H", "H", "H", "H", "H", "H", "H", "H", "H", "H", "H", "H", "B", "N", "C", "C", "C", "N", "N", "C", "C", "C", "N", "H", "H", "H", "H", "H", "H", "H", "H"], "positions_angstrom": [[-0.142, 1.121, 1.458], [-1.207, -0.542, 0.686], [-1.108, -0.691, -0.808], [0.405, 0.110, -1.545], [1.884, 0.134, -0.434], [1.763, 1.276, 0.539], [2.015, -1.480, 0.379], [1.687, -1.602, 1.724], [1.816, -2.827, 2.356], [2.285, -3.922, 1.644], [2.612, -3.800, 0.303], [2.483, -2.579, -0.335], [3.399, 0.445, -1.384], [3.528, 0.355, -2.763], [4.750, 0.649, -3.351], [5.832, 1.031, -2.572], [5.705, 1.106, -1.194], [4.491, 0.814, -0.598], [-1.046, -2.462, -1.173], [-1.071, -3.358, -0.109], [-1.050, -4.718, -0.361], [-1.015, -5.179, -1.669], [-1.006, -4.283, -2.729], [-1.028, -2.921, -2.486], [-2.557, 0.055, -1.612], [-3.775, -0.267, -1.015], [-4.958, 0.195, -1.563], [-4.928, 0.983, -2.703], [-3.717, 1.315, -3.291], [-2.528, 0.845, -2.756], [0.182, 1.165, -1.745], [0.633, -0.397, -2.483], [1.335, -0.715, 2.263], [1.563, -2.935, 3.400], [2.404, -4.872, 2.143], [2.976, -4.657, -0.242], [2.749, -2.474, -1.377], [2.702, 0.053, -3.389], [4.858, 0.579, -4.422], [6.777, 1.269, -3.038], [6.547, 1.388, -0.580], [4.376, 0.869, 0.475], [-1.110, -2.978, 0.901], [-1.067, -5.415, 0.463], [-1.007, -6.240, -1.862], [-0.986, -4.651, -3.743], [-1.044, -2.222, -3.312], [-3.779, -0.879, -0.123], [-5.901, -0.063, -1.105], [-5.851, 1.339, -3.135], [-3.700, 1.937, -4.173], [-1.596, 1.098, -3.241], [-1.663, 3.765, 3.430], [-0.996, 2.592, 4.092], [-0.923, 2.508, 5.442], [-0.278, 1.342, 5.778], [0.024, 0.742, 4.552], [-0.416, 1.512, 3.554], [-1.710, 3.824, 1.929], [-2.303, 4.873, 1.309], [-2.204, 4.696, -0.048], [-1.519, 3.484, -0.192], [-1.235, 2.979, 1.008], [-2.783, 3.855, 3.846], [-1.154, 4.772, 3.831], [-1.325, 3.270, 6.079], [-0.054, 0.973, 6.757], [0.523, -0.194, 4.385], [-2.753, 5.671, 1.864], [-2.565, 5.342, -0.820], [-1.245, 2.996, -1.108]], "forces_ev_per_angstrom": [[-0.51, 0.78, 0.63], [0.34, 0.59, 1.13], [-0.24, -0.75, -1.91], [-0.15, -0.10, 0.69], [1.19, -1.11, -1.58], [-0.81, 0.48, 1.02], [-0.01, 0.54, -0.23], [-0.14, 0.25, -0.02], [-0.04, 0.05, 0.05], [-0.04, 0.08, 0.02], [0.00, -0.03, -0.07], [-0.08, 0.07, 0.04], [-0.67, -0.27, 0.26], [0.06, -0.04, -0.03], [-0.01, -0.01, -0.08], [-0.09, -0.03, 0.01], [-0.07, -0.03, 0.10], [-0.04, -0.03, 0.06], [-0.06, 0.62, 0.04], [0.05, 0.17, 0.07], [-0.01, -0.02, -0.02], [0.00, 0.03, 0.10], [0.03, 0.03, -0.11], [0.06, -0.03, 0.05], [0.56, -0.29, 0.25], [0.04, -0.03, 0.07], [0.03, -0.05, 0.06], [0.04, 0.02, 0.03], [0.01, 0.05, -0.08], [0.05, 0.00, 0.03], [0.08, -0.10, -0.14], [0.00, -0.03, -0.08], [0.20, -0.34, 0.03], [-0.01, 0.01, 0.11], [0.00, -0.08, 0.03], [0.05, -0.07, -0.06], [0.08, -0.04, -0.11], [-0.11, 0.00, -0.07], [-0.01, 0.01, -0.09], [0.05, -0.01, -0.05], [0.05, 0.03, 0.02], [0.10, 0.07, 0.08], [0.03, -0.04, 0.08], [-0.01, -0.06, 0.04], [0.01, -0.09, -0.04], [-0.02, -0.01, -0.08], [-0.01, 0.04, -0.14], [-0.12, -0.05, 0.05], [-0.06, -0.02, 0.03], [-0.07, 0.04, -0.04], [0.01, 0.02, -0.09], [0.11, 0.01, -0.07], [1.00, -1.78, -1.34], [-0.27, 0.51, -0.16], [0.34, -0.60, 0.75], [-0.21, 0.39, -0.11], [-0.32, 0.54, 0.24], [0.44, -0.81, -0.64], [-0.01, 0.02, 0.71], [-0.30, 0.52, -1.03], [-0.11, 0.19, 0.53], [-0.17, 0.28, 0.55], [0.53, -0.90, -0.45], [-0.70, 0.44, 0.46], [-0.01, 0.83, 0.45], [-0.13, 0.23, 0.04], [0.02, -0.05, 0.22], [0.05, -0.08, -0.22], [-0.07, 0.13, 0.20], [-0.08, 0.14, -0.15], [0.11, -0.24, -0.04]], "multiplicity": 5, "homo_energy_ev": [-14.27, -14.28], "s2": 6.013, "de_lowest_kj_mol": 55.14, "charge": 2, "energy_ev": -64937.8955, "homo_lumo_gap_ev": [9.82, 4.78]}

no.,F_max (eV/A)
1,1.592
2,1.975
3,2.440